C5H5NO2 | ωB97M-V/def2-TZVPD

Computed properties:
Net charge: 0
HOMO-LUMO gap (eV): 9.258
Total energy (hartree): -398.568300

```
13
C5H5NO2 | OMol25 | ωB97M-V/def2-TZVPD
C -1.59 -1.90 1.05
C -0.58 -1.07 1.21
C 0.60 -0.35 0.88
C 0.38 0.45 -0.41
C 0.41 1.93 -0.14
O 0.54 2.26 1.06
N 0.04 0.02 -1.54
O 0.06 -1.33 -1.68
H -2.46 -2.49 1.40
H 1.10 0.36 1.67
H 1.31 -1.10 0.49
H 0.17 2.65 -0.90
H -0.52 -1.42 -2.51
```



C5H5NO2 | ωB97M-V/def2-TZVPD

Computed properties:
Net charge: 0
HOMO-LUMO gap (eV): 10.507
Total energy (hartree): -398.594883

```
13
C5H5NO2 | OMol25 | ωB97M-V/def2-TZVPD
C 0.28 1.37 -3.10
C -0.44 1.42 -2.16
C -1.21 1.45 -0.91
O -0.35 1.22 0.23
N -0.17 -0.12 0.27
C 0.51 -0.56 1.25
C 0.62 -2.07 1.45
O 0.86 -2.56 2.51
H 0.85 1.18 -4.01
H -2.01 0.76 -0.84
H -1.67 2.43 -0.67
H 0.97 0.22 1.90
H 0.34 -2.70 0.59
```



C5H5NO2 | ωB97M-V/def2-TZVPD

Computed properties:
Net charge: 0
HOMO-LUMO gap (eV): 11.002
Total energy (hartree): -398.676388

```
13
C5H5NO2 | OMol25 | ωB97M-V/def2-TZVPD
N 2.70 -0.21 -0.82
C 1.85 -0.40 -0.06
C 0.77 -0.69 0.82
C -0.27 0.41 0.95
O -0.09 1.35 -0.03
C -0.76 0.85 -1.18
O -0.74 -0.58 -1.10
C -0.58 -0.86 0.25
H 1.02 -1.32 1.67
H -0.74 0.66 1.91
H -1.82 1.21 -1.10
H -0.12 1.12 -2.07
H -1.21 -1.55 0.77
```



C5H5NO2 | ωB97M-V/def2-TZVPD

Computed properties:
Net charge: 0
HOMO-LUMO gap (eV): 9.570
Total energy (hartree): -398.555120

```
13
C5H5NO2 | OMol25 | ωB97M-V/def2-TZVPD
C -2.95 -0.16 -0.03
C -1.68 -0.04 -0.18
C -0.28 0.45 -0.13
C 0.05 1.70 0.16
N 0.72 -0.55 -0.26
O 0.22 -1.73 0.35
C 2.10 -0.56 -0.08
O 2.79 0.49 0.01
H -4.07 -0.37 0.26
H 1.11 1.95 0.01
H -0.69 2.53 0.40
H 0.03 -2.24 -0.58
H 2.65 -1.46 0.07
```



C5H5NO3 | ωB97M-V/def2-TZVPD

Computed properties:
Net charge: 0
HOMO-LUMO gap (eV): 10.523
Total energy (hartree): -473.983635

```
14
C5H5NO3 | OMol25 | ωB97M-V/def2-TZVPD
C -1.56 0.28 1.01
C -1.06 0.73 -0.35
O -1.19 1.81 -0.79
C -0.47 -0.41 -1.11
C 0.78 -0.90 -0.39
O 0.98 -1.92 0.20
N 1.78 0.18 -0.13
C 2.86 0.51 0.26
O 3.89 0.94 0.53
H -2.64 0.24 1.12
H -1.25 -0.74 1.20
H -1.05 0.80 1.86
H -0.10 -0.16 -2.07
H -0.99 -1.34 -1.32
```



C5H5NOS | ωB97M-V/def2-TZVPD

Computed properties:
Net charge: 0
HOMO-LUMO gap (eV): 9.168
Total energy (hartree): -721.536929

```
13
C5H5NOS | OMol25 | ωB97M-V/def2-TZVPD
C 1.02 -0.96 0.85
C 1.62 1.29 -1.08
C 1.60 -2.44 -1.20
C -0.09 0.00 0.33
C 0.26 0.71 -0.99
N 1.30 -1.88 -0.21
O 2.23 -0.31 1.24
S 2.82 0.94 -0.08
H 0.84 -1.38 1.85
H -0.86 -0.74 0.28
H -0.23 0.78 1.18
H -0.52 1.56 -1.08
H 0.40 -0.05 -1.92
```



C5H5NS | ωB97M-V/def2-TZVPD

Computed properties:
Net charge: 0
HOMO-LUMO gap (eV): 8.058
Total energy (hartree): -646.239278

```
12
C5H5NS | OMol25 | ωB97M-V/def2-TZVPD
C 1.43 1.26 -0.14
C -1.08 1.10 -0.10
C 1.50 -1.49 0.17
C 0.20 1.05 -0.09
C -1.82 -0.19 -0.03
N 2.62 0.88 -0.12
S 2.92 -0.73 0.07
H -1.60 2.10 -0.30
H 1.90 -2.62 0.26
H -2.62 0.17 0.74
H -2.30 -0.64 -0.93
H -1.15 -0.89 0.46
```



C5H5NSi | ωB97M-V/def2-TZVPD

Computed properties:
Net charge: 0
HOMO-LUMO gap (eV): 7.771
Total energy (hartree): -537.612226

```
12
C5H5NSi | OMol25 | ωB97M-V/def2-TZVPD
C 2.21 0.03 0.18
C -1.01 -0.99 0.38
C -0.86 0.27 1.03
C -0.50 -1.01 -0.87
C -0.34 1.31 0.33
N 3.08 -0.32 0.85
Si 0.14 0.66 -1.34
H -0.95 -1.93 1.00
H -1.08 0.39 2.08
H -0.33 -1.89 -1.50
H -0.50 2.28 0.60
H 0.13 1.21 -2.73
```



C5H5O3S | ωB97M-V/def2-TZVPD

Computed properties:
Net charge: -1
HOMO-LUMO gap (eV): 7.254
Total energy (hartree): -817.421160

```
14
C5H5O3S | OMol25 | ωB97M-V/def2-TZVPD
C 0.97 0.12 0.08
C -0.55 -0.17 -0.11
S -1.49 0.71 1.33
O -0.78 -1.42 -0.17
C -1.84 -2.02 -0.97
O -2.14 -3.12 -0.58
C -2.27 -1.31 -2.06
C -2.75 -0.79 -3.10
O -3.09 -0.16 -4.10
H 0.89 1.06 0.60
H 1.33 0.25 -0.94
H 1.28 -0.78 0.53
H -0.94 0.48 -1.02
H -1.02 1.99 1.10
```



C5H5O4 | ωB97M-V/def2-TZVPD

Computed properties:
Net charge: -1
HOMO-LUMO gap (eV): 6.571
Total energy (hartree): -494.395761

```
14
C5H5O4 | OMol25 | ωB97M-V/def2-TZVPD
C -2.87 -0.31 0.75
C -2.50 0.55 -0.18
C -0.22 -1.31 -0.15
C -0.19 0.26 0.00
C 2.15 0.08 0.06
O -0.57 -1.52 -1.32
O 0.20 -2.02 0.74
O -1.17 1.05 -0.25
O 1.00 0.90 -0.07
H -3.93 -0.62 0.66
H -3.06 1.14 -0.92
H 2.20 -0.64 -0.76
H 2.13 -0.47 1.01
H 3.00 0.76 0.02
```



C5H5P | ωB97M-V/def2-TZVPD

Computed properties:
Net charge: 0
HOMO-LUMO gap (spin up / spin down) (eV): 7.034 / 7.038
Total energy (hartree): -534.585224

```
11
C5H5P | OMol25 | ωB97M-V/def2-TZVPD
C -1.67 2.11 1.34
C 3.57 0.19 -0.13
C -0.90 1.95 0.43
C 2.36 0.22 -0.11
C -0.92 -0.46 -0.72
P -0.15 1.27 -0.98
H -2.04 2.42 2.25
H 4.58 -0.25 -0.22
H -1.38 -0.68 -1.76
H -1.78 -0.50 -0.10
H -0.16 -1.23 -0.47
```



C5H6AlLiO4 | ωB97M-V/def2-TZVPD

Computed properties:
Expectation value of S²: 0.751
Multiplicity: 2
Net charge: +3
HOMO-LUMO gap (spin up / spin down) (eV): 7.829 / 4.197
Total energy (hartree): -743.832103

```
17
C5H6AlLiO4 | OMol25 | ωB97M-V/def2-TZVPD
O 1.27 -0.90 -2.20
C 1.98 -0.78 -1.15
O 3.20 -0.68 -1.14
O 1.24 -0.60 0.00
C 1.91 -0.39 1.16
C 1.06 -0.51 2.37
Li 3.18 -0.94 -3.14
H 2.61 0.45 1.09
H 2.17 -1.45 1.90
H 1.64 -0.19 3.25
H 0.35 -1.33 2.32
Al -0.45 -0.88 -2.32
C -0.20 0.92 2.42
C -0.83 1.00 3.64
O -1.31 1.03 4.68
H -0.92 0.66 1.63
H 0.32 1.87 2.20
```



Across the entries above, energy relative to the best compared isomer or geometry (same formula, charge and spin) takes the values 5.719, 4.996, 2.778, 6.078, 0.138, 4.972, 5.811, 2.155, 1.673, 4.243, 5.567, 0.000 eV, respectively.